C5H2O | ωB97M-V/def2-TZVPD

Summary:
Strongest force on any atom in eV Å⁻¹: 4.553
Electronic energy in eV: -7257.7718
Energy relative to the best compared isomer or geometry (same formula, charge and spin) in kJ/mol: 264.0
Orbital gap (alpha / beta) in eV: 8.1 / 8.1
Lowest unoccupied orbital energy (alpha / beta) in eV: -1.00 / -1.00

Geometry as XYZ:
```
8
Properties=species:S:1:pos:R:3:nbo_charge:R:1
O -0.56 1.59 -0.21 -0.413
C -0.03 0.52 -0.56 0.414
C -1.31 -0.08 -0.36 -0.039
C -2.28 -0.65 0.05 -0.235
C 1.34 0.20 -0.14 -0.121
C 2.44 -0.01 0.30 -0.092
H -3.03 -1.38 0.22 0.237
H 3.43 -0.20 0.69 0.248
```

=====

C4H8O2 | ωB97M-V/def2-TZVPD

Summary:
Strongest force on any atom in eV Å⁻¹: 0.341
Electronic energy in eV: -8368.4973
Energy relative to the best compared isomer or geometry (same formula, charge and spin) in kJ/mol: 461.6
Orbital gap (alpha / beta) in eV: 7.6 / 8.0
Lowest unoccupied orbital energy (alpha / beta) in eV: -0.33 / -0.10

Geometry as XYZ:
```
14
Properties=species:S:1:pos:R:3:nbo_charge:R:1
C -2.15 -0.38 -0.57 -0.687
C -0.83 0.30 -0.54 0.219
O -0.05 0.10 0.46 -0.335
C 1.20 0.58 0.55 -0.105
C 1.98 0.09 1.64 0.316
O 3.12 0.47 1.89 -0.573
H -2.94 0.28 -0.18 0.233
H -2.13 -1.28 0.04 0.239
H -2.41 -0.64 -1.59 0.236
H 0.72 -0.61 -1.61 -0.039
H -0.57 1.10 -1.23 0.178
H 1.46 1.44 -0.07 0.191
H 1.37 -0.50 -1.21 0.019
H 1.48 -0.70 2.23 0.107
```

=====

C16H17NO | ωB97M-V/def2-TZVPD

Summary:
Strongest force on any atom in eV Å⁻¹: 2.814
Electronic energy in eV: -20403.8201
Energy relative to the best compared isomer or geometry (same formula, charge and spin) in kJ/mol: 63.7
Orbital gap (alpha / beta) in eV: 2.6 / 6.8
2S+1: 2
Net charge: -1
Lowest unoccupied orbital energy (alpha / beta) in eV: 3.20 / 3.19
<S²>: 0.761

Geometry as XYZ:
```
35
Properties=species:S:1:pos:R:3:nbo_charge:R:1
C -2.01 3.32 1.04 -0.632
C -3.11 0.25 -0.98 -0.468
C -2.91 1.20 0.03 -0.390
C -2.40 0.44 -2.15 0.329
C -2.11 2.35 -0.14 -0.060
C -1.62 1.57 -2.38 -0.451
C -1.43 2.49 -1.35 -0.351
O -2.44 -0.43 -3.20 -0.721
H -3.69 -0.61 -0.67 0.183
H -3.26 1.01 1.04 0.166
H -3.15 -1.09 -3.22 0.462
H -1.19 1.57 -3.37 0.194
H -1.71 2.76 1.92 0.192
H -2.96 3.75 1.37 0.194
H -0.65 3.23 -1.52 0.178
H -1.34 4.10 0.68 0.201
C 0.78 -2.94 2.69 -0.624
C 1.85 -0.30 0.23 0.119
C 2.10 -1.51 0.85 -0.096
C 1.03 -1.81 1.75 -0.124
C 0.03 -0.90 1.42 -0.003
C 3.64 -0.54 -1.28 -0.249
C 2.58 0.19 -0.89 -0.199
C 3.95 -1.73 -0.57 -0.240
C 3.22 -2.31 0.44 -0.203
N 0.54 0.02 0.51 -0.503
H 4.27 -0.29 -2.13 0.203
H 2.21 1.08 -1.40 0.223
H 4.94 -2.13 -0.83 0.187
H 3.52 -3.26 0.84 0.206
H 0.05 0.87 0.34 0.444
H -0.88 -0.66 1.94 0.211
H 0.37 -2.60 3.65 0.208
H 1.73 -3.40 2.96 0.204
H 0.07 -3.70 2.35 0.210
```

=====

CHLiOTm | ωB97M-V/def2-TZVPD

Summary:
Strongest force on any atom in eV Å⁻¹: 2.550
Electronic energy in eV: -32825.0585
Energy relative to the best compared isomer or geometry (same formula, charge and spin) in kJ/mol: 16.3
Orbital gap (alpha / beta) in eV: 5.6 / 6.8
2S+1: 3
Net charge: +1
Lowest unoccupied orbital energy (alpha / beta) in eV: -4.03 / -4.66
<S²>: 2.004

Geometry as XYZ:
```
5
Properties=species:S:1:pos:R:3:nbo_charge:R:1
H 0.74 -0.42 0.43 -0.849
Tm 1.96 1.40 1.30 0.894
O -1.24 -0.19 -0.93 -0.622
C -0.57 0.24 -1.77 0.634
Li -0.89 -1.03 0.96 0.943
```

=====

C29H43ClN4NiOP | ωB97M-V/def2-TZVPD

Summary:
Strongest force on any atom in eV Å⁻¹: 0.780
Electronic energy in eV: -101632.9989
Energy relative to the best compared isomer or geometry (same formula, charge and spin) in kJ/mol: 67.5
Orbital gap (alpha / beta) in eV: 7.9 / 8.6
2S+1: 3
Net charge: +1
Lowest unoccupied orbital energy (alpha / beta) in eV: -2.48 / -2.49
<S²>: 2.006

Geometry as XYZ:
```
80
Properties=species:S:1:pos:R:3:mulliken_spin:R:1
Ni 0.00 -0.13 -0.14 1.629
C -4.26 1.53 -0.08 0.002
C -2.76 1.58 -0.02 -0.006
O -2.10 0.58 0.24 0.042
N -2.20 2.78 -0.28 0.000
C -0.76 2.96 -0.33 0.001
C -0.19 2.52 -1.66 -0.005
C 0.22 3.45 -2.60 0.004
C 0.67 3.01 -3.83 -0.001
C 0.69 1.66 -4.09 -0.001
C 0.27 0.78 -3.10 -0.002
N -0.15 1.20 -1.90 0.024
H -4.62 0.70 0.52 0.000
H -4.57 1.37 -1.11 0.000
H -4.72 2.46 0.27 0.000
H -2.78 3.53 -0.61 0.000
H -0.32 2.35 0.46 0.002
H -0.53 4.00 -0.14 0.000
H 0.18 4.51 -2.36 0.000
H 1.00 3.73 -4.58 0.000
H 1.03 1.27 -5.04 0.000
H 0.30 -0.29 -3.25 0.002
C 2.23 -0.05 6.65 0.000
C 0.80 -0.38 6.22 -0.001
C -0.17 0.59 6.92 0.000
C 0.48 -1.82 6.65 0.000
C 0.61 -0.26 4.72 -0.001
C -0.62 -0.56 4.14 0.002
C -0.77 -0.47 2.77 0.014
N 0.22 -0.11 1.95 0.050
C 1.40 0.22 2.49 0.006
C 1.62 0.16 3.86 0.002
C 2.42 0.72 1.53 0.015
C 3.76 0.80 1.85 -0.001
C 4.68 1.28 0.91 0.000
C 4.16 1.65 -0.32 0.000
C 2.80 1.52 -0.56 0.002
N 1.94 1.06 0.33 0.022
C 6.15 1.40 1.26 0.000
C 6.65 0.10 1.90 0.000
C 6.31 2.56 2.25 0.000
C 7.01 1.69 0.02 0.000
H 2.32 -0.19 7.73 0.000
H 2.48 0.99 6.43 0.000
H 2.95 -0.71 6.17 0.000
H -0.05 0.50 8.00 0.000
H -1.21 0.37 6.68 0.000
H 0.04 1.62 6.64 0.000
H 0.63 -1.93 7.72 0.000
H 1.15 -2.53 6.14 0.000
H -0.55 -2.10 6.42 0.000
H -1.47 -0.87 4.74 0.000
H -1.72 -0.69 2.30 -0.007
H 2.58 0.45 4.25 0.000
H 4.10 0.47 2.82 0.000
H 4.79 2.02 -1.11 0.000
H 2.40 1.76 -1.54 -0.004
H 6.15 -0.12 2.84 0.000
H 7.72 0.18 2.11 0.000
H 6.50 -0.75 1.22 0.000
H 5.77 2.36 3.18 0.000
H 5.91 3.49 1.82 0.000
H 7.36 2.72 2.48 0.000
H 6.87 0.92 -0.75 0.000
H 8.06 1.69 0.30 0.000
H 6.79 2.67 -0.41 0.000
C -2.82 -2.52 0.46 0.016
P -1.09 -2.30 -0.14 0.077
C -1.20 -3.28 -1.68 0.010
C -0.20 -3.43 0.99 0.008
H -3.08 -3.58 0.48 0.003
H -3.50 -2.01 -0.22 0.000
H -2.96 -2.10 1.46 -0.002
H -1.69 -4.23 -1.46 0.001
H -0.21 -3.44 -2.07 0.000
H -1.80 -2.73 -2.41 0.001
H -0.57 -4.45 0.86 0.002
H -0.36 -3.13 2.03 -0.001
H 0.86 -3.39 0.77 -0.001
Cl 1.56 -1.43 -1.16 0.095
```

=====

C5H5N3OS | ωB97M-V/def2-TZVPD

Summary:
Strongest force on any atom in eV Å⁻¹: 5.936
Electronic energy in eV: -22614.3154
Energy relative to the best compared isomer or geometry (same formula, charge and spin) in kJ/mol: 326.6
Orbital gap (alpha / beta) in eV: 7.2 / 7.2
Lowest unoccupied orbital energy (alpha / beta) in eV: -2.08 / -2.09

Geometry as XYZ:
```
15
Properties=species:S:1:pos:R:3:nbo_charge:R:1
C -2.06 -0.89 0.20 0.687
C 0.23 -0.09 -0.41 0.183
C 0.53 1.15 0.16 0.143
C 1.11 -1.12 -0.20 -0.035
C -0.47 2.31 0.31 -0.645
N 1.77 1.17 0.50 -0.559
N -1.99 -0.98 -1.02 -0.574
N 1.06 -2.32 -0.67 -0.759
O -2.10 -0.83 1.36 -0.554
S 2.61 -0.31 0.32 0.558
H -0.24 3.33 0.58 0.251
H -0.69 2.43 -0.71 0.233
H -1.36 1.79 0.81 0.245
H 0.03 -2.60 -0.96 0.427
H 1.55 -3.05 -0.27 0.398
```

=====

C9H13ClN2O2 | ωB97M-V/def2-TZVPD

Summary:
Strongest force on any atom in eV Å⁻¹: 4.441
Electronic energy in eV: -29139.7451
Energy relative to the best compared isomer or geometry (same formula, charge and spin) in kJ/mol: 34.1
Orbital gap in eV: 10.2
Lowest unoccupied orbital energy in eV: 0.69
SMILES: COC(=O)c1c[nH]nc1C.C=C(C)Cl

Geometry as XYZ:
```
27
Properties=species:S:1:pos:R:3:nbo_charge:R:1
C -1.28 0.61 0.47 -0.284
C -2.11 -0.50 0.04 0.184
C -0.49 0.09 1.47 -0.002
C -1.36 2.10 0.19 0.790
C -3.36 -0.38 -0.80 -0.631
C 3.89 -0.81 2.77 -0.407
C 2.61 -1.48 0.68 -0.682
C -2.34 3.65 -1.24 -0.277
C 3.00 -1.55 2.11 -0.026
N -1.69 -1.60 0.63 -0.271
N -0.69 -1.26 1.45 -0.340
O -0.92 2.92 0.97 -0.602
O -1.81 2.38 -1.01 -0.504
Cl 2.05 -2.67 3.02 -0.022
H -4.00 -1.22 -0.72 0.229
H -3.81 0.50 -0.61 0.217
H -3.02 -0.47 -1.85 0.225
H 4.34 0.06 2.26 0.209
H 3.98 -0.81 3.80 0.211
H 0.31 0.61 1.95 0.234
H 3.50 -1.43 -0.09 0.243
H 1.98 -0.47 0.49 0.241
H 1.98 -2.29 0.35 0.240
H -3.21 3.74 -0.49 0.182
H -2.66 3.77 -2.32 0.209
H -1.69 4.48 -0.87 0.208
H -0.27 -1.94 2.09 0.425
```

=====

C13H12BCl32O5S | ωB97M-V/def2-TZVPD

Summary:
Strongest force on any atom in eV Å⁻¹: 1.652
Electronic energy in eV: -436141.7420
Orbital gap in eV: 6.9
Net charge: -1
Lowest unoccupied orbital energy in eV: 1.48

Geometry as XYZ:
```
64
Properties=species:S:1:pos:R:3:nbo_charge:R:1
C -0.27 -1.09 3.55 -0.639
C -1.01 -0.78 2.27 -0.054
O -0.18 -0.75 1.14 -0.721
B 0.26 0.57 0.77 0.840
O 1.09 0.64 -0.47 -0.706
C 1.37 1.98 -0.51 -0.084
C 1.31 2.46 0.99 -0.172
S 2.61 3.62 1.50 2.161
C 1.73 5.16 1.57 -0.885
O 3.06 3.39 2.85 -0.975
O 3.67 3.69 0.55 -0.966
O 1.20 1.30 1.72 -0.708
H -0.56 -2.05 3.97 0.183
H 0.79 -1.09 3.43 0.233
H -0.50 -0.35 4.30 0.194
H -1.52 0.17 2.41 0.154
H -1.79 -1.51 2.10 0.149
H -0.75 1.27 0.50 -0.211
H 0.58 2.57 -0.99 0.132
H 2.28 2.25 -1.04 0.183
H 0.38 2.99 1.21 0.184
H 0.83 4.97 2.14 0.237
H 1.54 5.56 0.59 0.232
H 2.35 5.81 2.16 0.245
C 4.02 0.67 5.41 -0.230
Cl 3.34 1.89 6.50 0.029
Cl 3.84 1.21 3.75 0.145
Cl 5.75 0.43 5.79 0.011
Cl 3.15 -0.84 5.67 0.033
C -3.12 -4.86 2.01 -0.230
Cl -3.28 -3.29 2.79 0.081
Cl -1.49 -5.49 2.26 0.059
Cl -4.30 -6.00 2.68 0.037
Cl -3.42 -4.67 0.28 0.050
C -4.12 -9.91 0.60 -0.228
Cl -3.59 -8.24 0.49 0.078
Cl -3.21 -10.74 1.86 0.051
Cl -5.84 -9.96 0.99 0.047
Cl -3.85 -10.72 -0.95 0.048
C 1.02 3.12 -4.13 -0.221
Cl 0.45 4.47 -3.15 0.053
Cl 0.95 3.60 -5.84 0.034
Cl 2.69 2.74 -3.66 0.067
Cl 0.02 1.71 -3.83 0.094
C -2.06 0.44 -7.97 -0.228
Cl -1.04 1.67 -7.24 0.073
Cl -2.82 -0.52 -6.70 0.053
Cl -3.31 1.20 -8.96 0.042
Cl -1.08 -0.62 -8.99 0.047
C -0.47 2.34 8.01 -0.228
Cl -1.81 3.43 8.38 0.037
Cl -0.14 2.36 6.29 0.098
Cl 0.97 2.87 8.90 0.045
Cl -0.89 0.70 8.52 0.050
C 5.13 4.22 -7.50 -0.229
Cl 5.36 5.93 -7.11 0.049
Cl 6.70 3.48 -7.81 0.046
Cl 4.34 3.42 -6.15 0.079
Cl 4.12 4.08 -8.95 0.042
C -4.10 -4.19 -3.79 -0.227
Cl -5.63 -4.62 -4.57 0.045
Cl -4.42 -3.44 -2.23 0.076
Cl -3.13 -5.64 -3.56 0.057
Cl -3.21 -3.05 -4.81 0.059
```